{
  "formula": "C26H68Cu2O26S8",
  "method": "the ωB97M-V functional and the def2-TZVPD basis",
  "symbols": ["Cu", "Cu", "O", "C", "C", "O", "H", "H", "H", "H", "O", "S", "O", "O", "C", "C", "C", "H", "H", "H", "H", "H", "H", "H", "H", "O", "S", "O", "O", "C", "C", "C", "H", "H", "H", "H", "H", "H", "H", "H", "O", "S", "O", "O", "C", "C", "C", "H", "H", "H", "H", "H", "H", "H", "H", "O", "S", "O", "O", "C", "C", "C", "H", "H", "H", "H", "H", "H", "H", "H", "O", "S", "O", "O", "C", "C", "C", "H", "H", "H", "H", "H", "H", "H", "H", "O", "S", "O", "O", "C", "C", "C", "H", "H", "H", "H", "H", "H", "H", "H", "O", "S", "O", "O", "C", "C", "C", "H", "H", "H", "H", "H", "H", "H", "H", "O", "S", "O", "O", "C", "C", "C", "H", "H", "H", "H", "H", "H", "H", "H"],
  "xyz": [[-0.7124, 0.5744, 5.1549], [-1.3496, 2.9895, 1.8265], [-0.3567, 1.8876, 0.1821], [0.2521, 0.7701, 0.6791], [-0.1869, 0.2125, 2.0870], [-0.6837, 1.1314, 2.9902], [1.3155, 1.0106, 0.8557], [0.2047, -0.0578, -0.0326], [0.6131, -0.3048, 2.6443], [-0.8556, -0.6456, 1.8993], [1.1313, -1.5728, -3.8601], [2.2717, -0.7096, -3.9791], [3.4869, -1.1412, -4.6289], [1.8095, 0.7330, -4.5994], [2.7625, 1.5139, -5.3399], [1.9399, 2.5079, -6.1600], [2.7468, -0.1653, -2.3427], [3.2826, 0.8770, -6.0589], [3.5120, 1.9579, -4.6817], [1.1263, 1.9390, -6.6014], [2.5877, 3.0853, -6.8146], [1.4919, 3.2406, -5.4863], [3.1979, -1.0820, -1.9580], [1.8526, 0.0718, -1.7766], [3.5378, 0.5693, -2.4716], [-4.4499, 0.3577, -0.3012], [-4.3193, 0.9780, 0.9881], [-3.2089, 1.9109, 1.2096], [-5.7153, 1.5661, 1.4936], [-6.0735, 2.9491, 1.1929], [-6.5498, 3.0910, -0.2339], [-4.1167, -0.2925, 2.2419], [-5.2143, 3.5823, 1.4166], [-6.8830, 3.1404, 1.8941], [-7.1972, 2.2452, -0.4597], [-5.7054, 3.1141, -0.9275], [-7.0639, 4.0341, -0.4133], [-5.0295, -0.8436, 2.4504], [-3.8112, 0.2157, 3.1563], [-3.3033, -0.9442, 1.9194], [4.0497, 3.3500, -2.3477], [3.6913, 4.2266, -1.2474], [4.2125, 3.9830, 0.0535], [4.0957, 5.7465, -1.6709], [4.0273, 6.0926, -3.0451], [4.5393, 7.4913, -3.2953], [1.8899, 4.3681, -1.2140], [3.0160, 6.0668, -3.4701], [4.6142, 5.4014, -3.6526], [4.5899, 7.6411, -4.3775], [5.5076, 7.7177, -2.8531], [3.8604, 8.3096, -3.0394], [1.6159, 5.1506, -0.5090], [1.5214, 3.4059, -0.8600], [1.5125, 4.6082, -2.2046], [-0.8194, 4.0401, -4.8594], [-1.4720, 3.5572, -3.6825], [-1.7697, 4.4804, -2.6306], [-2.8521, 2.8027, -4.1251], [-3.7097, 2.3154, -3.1185], [-4.9079, 1.6260, -3.7484], [-0.5862, 2.1490, -3.0268], [-4.0734, 3.1172, -2.4637], [-3.1958, 1.6193, -2.4430], [-4.5738, 0.6794, -4.1842], [-5.3513, 2.2301, -4.5340], [-5.5843, 1.3035, -2.9569], [-1.1412, 1.6943, -2.2079], [0.4423, 2.3473, -2.7421], [-0.5910, 1.3714, -3.7926], [-2.2100, -2.8757, 0.8146], [-2.0716, -2.9034, -0.6223], [-1.0448, -3.7076, -1.2224], [-3.4626, -3.3472, -1.3192], [-4.7174, -2.8769, -0.7895], [-5.5888, -4.1078, -0.5528], [-1.9169, -1.1920, -1.2217], [-5.1108, -2.2215, -1.5696], [-4.6506, -2.2670, 0.1120], [-4.9781, -4.7686, 0.0652], [-5.8319, -4.5796, -1.4994], [-6.4680, -3.8821, 0.0488], [-0.9888, -1.1477, -1.7926], [-1.9262, -0.6481, -0.2775], [-2.7184, -0.8262, -1.8558], [4.1676, -5.1968, 2.2868], [2.9163, -5.8632, 2.5786], [2.5967, -6.1664, 3.9341], [1.6881, -5.0049, 1.9104], [2.0746, -3.9279, 1.0377], [0.7995, -3.3823, 0.3815], [2.7947, -7.3411, 1.5303], [2.7636, -4.3180, 0.2894], [2.5747, -3.1617, 1.6318], [0.3020, -2.6533, 1.0233], [0.1676, -4.2476, 0.1831], [1.0520, -2.9099, -0.5644], [1.7402, -7.6052, 1.6363], [3.3836, -8.1633, 1.9246], [2.9850, -7.1069, 0.4878], [-0.2753, -1.5626, 5.0879], [-0.0089, -2.8918, 5.6259], [-0.1900, -3.2256, 7.0043], [-0.9492, -3.9571, 4.8570], [-1.1680, -3.8123, 3.4494], [-1.5900, -5.2053, 2.9622], [1.6453, -3.4578, 5.0188], [-0.2990, -3.4539, 2.8899], [-1.9543, -3.0776, 3.2472], [-0.6424, -5.7406, 2.8336], [-1.9796, -5.1583, 1.9476], [-2.1566, -5.7695, 3.6941], [1.5822, -3.3478, 3.9401], [1.6776, -4.4617, 5.4227], [2.3615, -2.7383, 5.4086], [1.5253, 0.5224, 4.7682], [2.8273, 1.0181, 4.3468], [3.9281, 1.1092, 5.2758], [3.3049, 0.1239, 3.1127], [4.7236, -0.0839, 2.8791], [4.9095, -0.1729, 1.3581], [2.6062, 2.6009, 3.5398], [4.9701, -1.0361, 3.3485], [5.4200, 0.6585, 3.2620], [4.1762, -0.8631, 0.9405], [5.8859, -0.5417, 1.0597], [4.7076, 0.8459, 1.0210], [1.9800, 3.1906, 4.2068], [2.1789, 2.4364, 2.5542], [3.5866, 3.0626, 3.4426]],
  "atomic_forces_ev_per_a": [[0.9000, -0.8594, -0.6469], [-0.3115, -0.9820, -0.5370], [0.0802, -0.0517, 1.1888], [0.0506, -0.4331, 1.0512], [-0.4074, 0.3906, -0.2706], [-0.2871, -0.0070, -0.3547], [0.2529, 0.2992, -0.5552], [0.2859, 0.0682, -0.1835], [0.4031, 0.0230, -0.2020], [-0.5255, 0.1158, 0.3759], [0.1209, 0.7283, -0.1476], [1.1956, 1.0934, -0.3176], [-1.2417, 0.2549, 0.3464], [-0.3221, -1.7598, 0.7541], [0.4390, 0.1794, -1.4339], [0.2044, 0.1653, 1.6394], [0.2485, -1.2788, -0.7314], [0.0229, -0.2081, 0.3293], [-0.2281, 0.0963, 0.1514], [0.1426, 0.2691, -0.6265], [-0.1530, -0.3533, -0.4540], [-0.1627, -0.0036, -0.0331], [0.0162, 0.0854, 0.3261], [0.1131, 0.4682, 0.0298], [-0.3186, 0.3848, 0.2869], [0.2145, 0.8437, 0.5326], [-0.8937, -1.2435, 1.0700], [-0.3620, 0.2915, -0.2407], [1.6901, -0.4064, -0.3887], [-0.3739, 0.5436, -0.2146], [0.4626, -0.0532, -0.2068], [0.2518, 0.5851, 0.0624], [-0.0971, 0.0160, 0.1056], [0.1484, 0.0367, 0.0759], [-0.1160, 0.1570, -0.2049], [-0.0306, -0.2903, 0.0143], [-0.2134, -0.0595, 0.3120], [-0.0782, 0.0051, -0.3711], [-0.0973, 0.0840, -0.0287], [-0.1758, -0.1331, -0.1882], [-0.5086, 0.4573, 1.0953], [0.1083, 0.9569, -2.5475], [-0.2738, 0.0981, 0.3822], [-0.4103, -1.4409, 1.4477], [0.0902, 0.5000, -1.8356], [-0.1413, 0.8967, -0.2567], [0.6617, -0.0482, 0.4690], [-0.1823, -0.2979, 0.5427], [0.0838, -0.1469, 0.3575], [0.3824, -0.3670, -0.0224], [0.0524, -0.2515, -0.0408], [-0.1530, -0.3674, 0.6265], [0.0884, 0.0362, -0.0096], [-0.0656, -0.0279, -0.1545], [0.1002, -0.0837, -0.0521], [-0.5737, -0.5802, 0.4621], [-0.3556, -0.5342, -0.3253], [-0.0370, -0.1503, 0.4182], [1.5724, 0.8317, -0.4792], [-1.0789, -0.0878, 1.2166], [0.9516, -0.8474, -0.0479], [-0.4249, -0.8061, -0.4036], [0.2869, 0.2602, -0.3098], [0.0921, -0.0550, -0.2331], [-0.0028, 0.1623, -0.3052], [-0.2891, 0.0629, 0.2102], [-0.3030, 0.4661, -0.0689], [-0.0045, 0.4794, 0.2483], [-0.0663, 0.3856, -0.0870], [0.2231, 0.2915, -0.3003], [-0.1610, 0.3672, -0.2166], [-1.2191, -0.4000, -2.3066], [-2.0075, 0.6737, -0.3328], [1.8105, 0.1753, 1.0526], [-1.2199, 0.0354, -0.3910], [0.7738, 0.3809, 0.4412], [0.3015, -0.5498, 0.5905], [-0.1447, -0.0570, 0.0656], [0.5688, -0.2103, 0.0569], [-0.1291, -0.2949, -0.1647], [-0.1521, -0.1390, 0.1018], [-0.1761, 0.1554, -0.3279], [0.1367, 0.0641, 0.2008], [0.2116, 0.4360, -0.3295], [-0.2864, -0.4415, 0.1012], [-1.1129, -0.0701, 0.2295], [1.4678, -0.5060, -1.6560], [-0.5801, 0.0872, -0.2179], [0.5462, -0.3644, 0.9537], [-0.2139, 0.6020, -0.3103], [1.6256, -0.8223, 0.8281], [-1.1113, 0.5023, 0.9020], [0.0367, 0.1191, -0.0015], [0.2634, -0.0370, -0.0450], [-0.1426, -0.1671, 0.0327], [0.2351, 0.4430, 0.2649], [0.0468, -0.0403, -0.0582], [0.0453, -0.1820, -0.1073], [0.3196, 0.2437, 0.0305], [0.3073, 0.1673, 0.1005], [-0.5241, 0.7905, 0.0646], [0.5324, -2.8248, -0.3282], [0.1498, 1.0251, -0.7787], [0.8215, 1.3790, 0.6952], [-1.1983, -0.4076, -0.8629], [1.8467, 0.2486, -0.3546], [-1.8719, 1.4838, 0.7335], [0.2005, -0.2449, 0.3771], [-0.0457, -0.0312, 0.4359], [-0.1373, -0.2311, 0.1658], [-0.5651, 0.0271, 0.2666], [-0.4904, 0.2581, -0.1386], [0.1493, -0.4655, -0.0485], [0.4969, -0.1178, -0.2763], [0.1765, -0.2833, 0.2280], [0.2890, 0.1735, -0.3661], [2.2376, 0.4769, 0.1403], [-1.6682, -0.1369, -0.6098], [-1.1066, 0.6755, 0.6911], [1.3847, -1.5747, -0.9889], [-0.9370, 0.3391, 0.7785], [0.0636, -0.4000, 0.4883], [-0.0350, 0.0859, 0.1246], [-0.6661, 0.4009, 0.4108], [-0.0850, 0.0270, -0.0673], [0.1849, 0.2906, 0.1916], [0.2681, -0.1596, -0.6558], [-0.0317, 0.1335, -0.1559], [-0.1686, 0.0809, 0.0529], [0.0191, -0.0443, -0.0121]],
  "orbital_gap_ev": [7.622, 4.861],
  "charge": 2,
  "s2": 2.01,
  "energy_ha": -9453.26400,
  "spin_multiplicity": 3,
  "relative_energy_kj_mol": 0.00
}